Entry 1:
C18H25N3O2 in the gas phase at a distorted geometry. Source: the OMol25 dataset; level of theory: ωB97M-V/def2-TZVPD.

Summary:
Total charge: 0
Orbital gap, eV: 8.572
SMILES: CC/C(N)=C(\C(C)=O)c1[nH]c2ccccc2c1[C@H](O)CN(C)C
Energy relative to the best compared isomer or geometry (same formula, charge and spin), eV: 3.038
Spin multiplicity: 1

Geometry (Å):
C -0.387 -4.723 -0.705
C -0.623 -3.446 -1.523
C -0.413 -2.208 -0.710
N -1.462 -1.698 -0.014
C 0.780 -1.526 -0.584
C 1.991 -1.855 -1.349
C 3.293 -2.076 -0.635
O 1.987 -1.847 -2.578
C 0.941 -0.321 0.259
N 1.446 -0.311 1.561
C 1.493 0.934 2.094
C 1.990 1.429 3.305
C 1.960 2.806 3.524
C 1.504 3.666 2.546
C 1.039 3.180 1.303
C 1.056 1.828 1.109
C 0.647 0.987 -0.024
C 0.032 1.523 -1.301
O 0.953 2.471 -1.853
C -1.342 2.133 -1.022
N -2.434 1.179 -0.608
C -2.874 1.430 0.781
C -3.481 0.929 -1.619
H 0.641 -4.744 -0.357
H -1.074 -4.743 0.148
H -0.571 -5.630 -1.281
H 0.089 -3.549 -2.378
H -1.674 -3.506 -1.911
H -1.384 -0.682 0.136
H -2.380 -1.993 -0.348
H 4.022 -1.310 -0.926
H 3.634 -3.118 -0.876
H 3.187 -2.013 0.458
H 1.825 -1.123 2.035
H 2.367 0.777 4.052
H 2.348 3.173 4.467
H 1.537 4.766 2.698
H 0.708 3.884 0.556
H -0.101 0.702 -2.045
H 1.787 2.033 -2.071
H -1.695 2.736 -1.873
H -1.200 2.824 -0.181
H -2.020 1.298 1.429
H -3.675 0.717 1.046
H -3.239 2.452 0.872
H -3.032 0.787 -2.589
H -4.204 1.747 -1.687
H -3.992 0.029 -1.334

Forces on atoms 1 to 2 (eV/Å):
C -0.452 0.129 0.519
C -0.012 -1.182 -0.913

=====

Entry 2:
C18H25N3O5 in the gas phase. Source: the OMol25 dataset; level of theory: ωB97M-V/def2-TZVPD.

Summary:
Total charge: 0
Orbital gap, eV: 8.954
SMILES: CCCCCCCC(=O)NNC(=O)CC(=O)Nc1ccccc1C(=O)O
Energy relative to the best compared isomer or geometry (same formula, charge and spin), eV: 0.000
Spin multiplicity: 1

Geometry (Å):
C -1.286 -1.417 1.822
C -0.202 -2.228 1.123
C 0.276 -1.543 -0.157
C 1.456 -2.260 -0.836
C 2.771 -1.485 -0.737
C 3.336 -1.444 0.684
C 4.403 -0.351 0.844
C 3.786 1.001 0.559
O 4.029 1.695 -0.404
N 2.894 1.393 1.509
N 1.976 2.409 1.225
C 0.741 2.312 1.765
O 0.474 1.517 2.645
C -0.263 3.264 1.138
C -0.538 2.630 -0.224
O 0.254 2.747 -1.135
N -1.670 1.885 -0.241
C -2.133 1.031 -1.230
C -1.441 0.831 -2.424
C -1.912 -0.058 -3.369
C -3.084 -0.769 -3.150
C -3.784 -0.581 -1.978
C -3.330 0.314 -1.005
C -4.110 0.485 0.229
O -3.858 1.272 1.123
O -5.175 -0.319 0.315
H -0.901 -0.447 2.130
H -1.642 -1.938 2.708
H -2.131 -1.260 1.153
H -0.590 -3.219 0.872
H 0.636 -2.369 1.808
H -0.568 -1.491 -0.849
H 0.557 -0.513 0.073
H 1.230 -2.404 -1.893
H 1.587 -3.251 -0.394
H 3.510 -1.940 -1.400
H 2.602 -0.467 -1.095
H 3.773 -2.413 0.933
H 2.525 -1.260 1.391
H 4.808 -0.366 1.857
H 5.214 -0.511 0.133
H 2.547 0.773 2.234
H 2.142 2.846 0.320
H -1.152 3.325 1.761
H 0.184 4.246 0.996
H -2.269 1.893 0.589
H -0.529 1.376 -2.597
H -1.358 -0.199 -4.285
H -3.447 -1.464 -3.891
H -4.697 -1.124 -1.793
H -5.639 -0.155 1.151

Forces on atoms 1 to 2 (eV/Å):
C 0.165 -0.179 0.009
C -0.173 0.302 -0.093

=====

Entry 3:
2 unconnected molecules or ions with the total composition C18H25N4O7PS3 at a distorted geometry. Source: the OMol25 dataset; level of theory: ωB97M-V/def2-TZVPD.

Summary:
Total charge: 0
Orbital gap, eV: 7.441
SMILES: N#C[C@@](CCCCS(=O)(=O)O)(CON=O)[C@@](C#N)(CCCS)[PH2]=S.O=[N+]([O-])c1ccccc1
Spin multiplicity: 1

Geometry (Å):
N 3.472 1.918 -2.868
C 3.317 1.701 -1.771
C 2.970 1.065 -0.435
C 2.180 -0.272 -0.608
C 1.235 -0.350 -1.833
C 0.694 -1.824 -2.016
C 0.090 -2.435 -0.722
S 1.079 -3.835 -0.132
O 2.068 -3.333 0.793
O 1.704 -4.563 -1.200
O 0.009 -4.830 0.584
C 4.365 0.697 0.181
O 4.242 -0.293 1.207
N 5.497 -0.592 1.724
O 5.403 -1.304 2.644
C 2.240 2.197 0.427
C 2.767 3.525 -0.089
N 3.159 4.518 -0.455
C 0.681 2.282 0.265
C -0.148 1.309 1.163
C -1.122 2.083 2.121
S -1.675 0.933 3.441
P 2.647 2.169 2.269
S 4.238 3.238 2.678
H 2.941 -1.063 -0.762
H 1.669 -0.557 0.326
H 1.742 -0.125 -2.789
H 0.342 0.289 -1.773
H -0.130 -1.739 -2.747
H 1.458 -2.467 -2.486
H -0.078 -1.704 0.080
H -0.904 -2.858 -0.965
H 0.417 -5.037 1.446
H 4.949 1.585 0.474
H 4.931 0.232 -0.653
H 0.401 2.235 -0.803
H 0.402 3.309 0.579
H 0.442 0.551 1.703
H -0.818 0.754 0.483
H -0.646 2.976 2.560
H -2.011 2.410 1.556
H -0.555 0.370 3.971
H 1.563 2.798 2.944
H 2.791 0.859 2.780
O -2.735 1.561 -1.491
N -2.850 0.401 -1.148
O -1.906 -0.338 -0.910
C -4.202 -0.146 -1.013
C -5.292 0.657 -1.311
C -6.568 0.129 -1.204
C -6.745 -1.188 -0.799
C -5.645 -1.980 -0.494
C -4.366 -1.460 -0.601
H -5.161 1.682 -1.627
H -7.427 0.743 -1.440
H -7.744 -1.600 -0.722
H -5.786 -3.005 -0.176
H -3.514 -2.083 -0.365

Forces on atoms 1 to 2 (eV/Å):
N 0.563 0.854 -2.479
C -1.167 -2.133 3.140

=====

Entry 4:
2 unconnected molecules or ions with the total composition C18H25N4O8 at a distorted geometry. Source: the OMol25 dataset; level of theory: ωB97M-V/def2-TZVPD.

Summary:
Total charge: -1
Orbital gap, eV: 8.152
Spin multiplicity: 1

Geometry (Å):
O -2.138 4.060 1.038
O 5.782 -2.401 -1.007
O 1.741 1.865 1.083
O -4.623 1.964 -0.453
O 1.138 -1.129 -1.198
O 0.511 0.473 2.244
O -4.807 1.712 1.790
O -6.685 -3.909 -0.502
C -1.462 3.201 1.573
C 5.596 -1.430 -1.727
C 1.580 0.771 1.670
C -4.117 1.675 0.624
C 2.081 -0.349 -1.247
C -5.166 -3.032 1.129
C -5.187 -2.144 -1.110
C -4.146 -2.137 1.471
C -4.158 -1.252 -0.774
C -5.690 -3.036 -0.164
C -3.631 -1.233 0.526
N -0.284 3.580 2.124
N 1.904 0.814 -1.889
N -1.797 1.876 1.617
N 4.547 -0.620 -1.629
C 6.586 -1.098 -2.817
C 2.810 1.956 -1.998
C 2.751 -0.220 1.767
C -2.490 -0.311 0.930
C -2.648 1.201 0.623
C 3.814 -0.092 0.660
C 3.446 -0.785 -0.669
H -5.671 2.062 1.540
H -6.906 -4.462 0.262
H -5.540 -3.719 1.879
H -5.593 -2.151 -2.115
H -3.743 -2.148 2.480
H -3.769 -0.570 -1.525
H 0.006 4.497 1.816
H 0.427 2.841 2.064
H 0.949 0.965 -2.174
H -1.026 1.304 1.986
H 4.473 0.146 -2.273
H 7.423 -1.791 -2.751
H 6.941 -0.079 -2.682
H 6.098 -1.203 -3.783
H 2.259 2.811 -2.392
H 3.180 2.236 -1.010
H 3.642 1.735 -2.663
H 2.375 -1.245 1.775
H 3.250 -0.051 2.724
H -2.335 -0.423 2.008
H -1.569 -0.661 0.449
H -2.254 1.398 -0.379
H 4.064 0.955 0.495
H 4.721 -0.570 1.033
H 3.341 -1.849 -0.448

Forces on atoms 1 to 2 (eV/Å):
O -1.606 0.433 -0.762
O -0.225 0.030 0.181

=====

Entry 5:
3 unconnected molecules or ions with the total composition C18H25N6O5 at a distorted geometry. Source: the OMol25 dataset; level of theory: ωB97M-V/def2-TZVPD.

Summary:
Total charge: +1
Orbital gap, eV: 7.459
Energy relative to the best compared isomer or geometry (same formula, charge and spin), eV: 3.154
Spin multiplicity: 1

Geometry (Å):
C 2.998 -1.467 0.144
N 2.302 -0.498 -0.777
C 2.105 0.874 -0.167
N 3.176 1.614 0.665
N 0.920 1.580 -0.346
C -0.278 1.096 -1.132
C -1.629 1.158 -0.146
O -1.640 2.096 0.801
N -2.676 0.102 -0.402
C -2.325 -1.192 0.298
C -4.082 0.570 -0.120
H 3.815 -2.060 -0.491
H 3.575 -0.971 1.034
H 2.213 -2.272 0.512
H 2.979 -0.344 -1.582
H 4.080 1.085 0.514
H 3.309 2.562 0.211
H 0.843 2.558 0.069
H -0.474 1.845 -2.011
H -0.161 -0.013 -1.557
H -2.075 -1.999 -0.546
H -1.292 -0.992 0.860
H -3.119 -1.578 1.064
H -4.172 1.573 0.475
H -4.703 0.736 -1.128
H -4.730 -0.227 0.492
C -4.546 3.840 2.096
C -5.895 3.586 2.351
C -6.838 4.605 2.203
C -6.419 5.878 1.794
C -5.065 6.138 1.545
C -4.130 5.112 1.698
N -7.410 6.946 1.612
O -8.596 6.682 1.861
O -7.005 8.048 1.217
H -3.815 3.041 2.207
H -6.211 2.593 2.661
H -7.886 4.391 2.405
H -4.725 7.122 1.231
H -3.077 5.303 1.504
C 7.188 -7.046 -1.440
C 5.839 -7.300 -1.185
C 4.896 -6.281 -1.333
C 5.315 -5.008 -1.742
C 6.669 -4.748 -1.991
C 7.604 -5.774 -1.838
N 4.324 -3.940 -1.924
O 3.138 -4.204 -1.675
O 4.729 -2.838 -2.319
H 7.919 -7.844 -1.329
H 5.523 -8.293 -0.874
H 3.848 -6.495 -1.130
H 7.009 -3.764 -2.305
H 8.657 -5.583 -2.032

Forces on atoms 1 to 2 (eV/Å):
C 1.022 -1.965 0.553
N 0.969 3.006 0.942

=====

Entry 6:
A molecular structure, C18H25N8OPt at a distorted geometry. Source: the OMol25 dataset; level of theory: ωB97M-V/def2-TZVPD.

Summary:
Total charge: +1
Orbital gap, eV: 7.534
Energy relative to the best compared isomer or geometry (same formula, charge and spin), eV: 0.000
Spin multiplicity: 1

Geometry (Å):
Pt -0.400 -0.532 0.095
N 3.151 -3.423 3.721
C 3.081 -2.399 3.196
N 3.054 -1.212 2.598
C 2.073 -0.871 1.890
N 1.214 -0.439 1.218
C 0.249 2.632 1.186
C -1.214 2.507 0.712
C -1.506 3.786 -0.078
C -1.246 1.310 -0.262
C -2.136 2.356 1.922
C -1.683 1.823 3.130
C -2.501 1.774 4.253
C -3.786 2.281 4.203
C -4.252 2.824 3.012
C -3.438 2.858 1.893
H 0.907 2.714 0.318
H 0.585 1.781 1.763
H 0.359 3.540 1.779
H -0.742 3.923 -0.843
H -1.485 4.650 0.585
H -2.476 3.766 -0.577
H -1.073 1.666 -1.282
H -0.679 1.433 3.215
H -2.112 1.362 5.175
H -4.411 2.275 5.085
H -5.250 3.239 2.959
H -3.827 3.287 0.980
C -2.439 -3.820 -2.680
N -1.808 -3.063 -1.594
C -2.611 -2.100 -0.874
C -0.581 -3.386 -1.072
C 0.130 -4.617 -1.549
O -0.019 -2.706 -0.199
H -3.196 -3.190 -3.142
H -2.913 -4.733 -2.317
H -1.707 -4.068 -3.441
H -3.649 -2.094 -1.223
H -1.756 -0.611 -2.025
H -2.596 -2.346 0.188
H -0.460 -5.272 -2.179
H 0.453 -5.158 -0.660
H 1.033 -4.310 -2.078
N -5.604 -0.280 1.087
C -4.278 -0.338 1.198
N -3.713 -1.060 2.189
N -3.532 0.348 0.370
C -2.447 0.348 -0.300
N -1.988 -0.783 -1.046
H -6.200 -0.694 1.782
H -6.028 0.263 0.356
H -4.247 -1.292 3.010
H -2.734 -0.850 2.370

Forces on atoms 1 to 2 (eV/Å):
Pt 0.923 -0.415 -0.187
N 0.002 -0.107 0.099

=====

Entry 7:
A molecular structure, C18H26AsF6KN6O4 at a distorted geometry. Source: the OMol25 dataset; level of theory: ωB97M-V/def2-TZVPD.

Summary:
Total charge: 0
Orbital gap, eV: 6.683
Spin multiplicity: 1

Geometry (Å):
K 4.154 6.516 -11.896
As 7.818 7.667 -11.577
F 7.923 6.699 -13.071
F 9.451 7.038 -11.021
F 7.680 8.590 -10.021
F 6.166 8.239 -12.144
F 6.986 6.300 -10.748
F 8.546 9.040 -12.523
C 12.345 7.546 -13.286
N 13.130 8.762 -13.615
O 12.823 9.858 -13.185
O 14.189 8.409 -14.189
H 12.817 6.592 -13.053
H 11.609 7.526 -14.090
H 11.846 7.879 -12.376
C 11.150 8.667 -8.829
N 11.566 9.781 -8.010
O 12.751 9.874 -7.680
O 10.706 10.617 -7.814
H 12.001 8.075 -9.168
H 10.609 9.030 -9.702
H 10.350 8.129 -8.320
N 6.672 11.223 -12.672
C 6.237 11.808 -13.831
C 5.151 12.579 -13.434
C 4.804 12.298 -12.114
C 5.831 11.514 -11.595
H 7.343 10.475 -12.573
H 6.694 11.558 -14.777
H 4.565 13.204 -14.093
H 4.025 12.668 -11.464
H 5.868 11.027 -10.632
N 10.020 5.631 -15.635
C 10.507 5.044 -14.522
C 11.333 4.035 -14.913
C 11.275 3.863 -16.291
C 10.455 4.907 -16.711
H 9.580 6.539 -15.671
H 10.470 5.567 -13.577
H 12.024 3.489 -14.287
H 11.742 3.125 -16.926
H 10.113 5.104 -17.716
N 6.288 4.860 -14.710
C 5.475 4.076 -13.951
C 4.210 4.542 -14.211
C 4.161 5.617 -15.075
C 5.512 5.768 -15.413
H 7.273 4.855 -14.486
H 5.849 3.365 -13.229
H 3.392 4.013 -13.744
H 3.301 6.181 -15.405
H 5.998 6.417 -16.127
N 8.542 1.994 -9.819
C 9.877 1.590 -10.147
C 10.674 2.753 -10.129
C 9.933 3.834 -9.617
C 8.610 3.325 -9.506
H 7.740 1.389 -9.927
H 9.973 0.564 -10.471
H 11.708 2.707 -10.438
H 10.226 4.865 -9.479
H 7.724 3.866 -9.208

Forces on atoms 1 to 2 (eV/Å):
K 0.532 0.162 -0.086
As 0.739 -0.007 0.648

=====

Entry 8:
2 unconnected molecules or ions with the total composition C18H26B2Cl3NO at a distorted geometry. Source: the OMol25 dataset; level of theory: ωB97M-V/def2-TZVPD.

Summary:
Total charge: 0
Orbital gap, eV: 7.280
Energy relative to the best compared isomer or geometry (same formula, charge and spin), eV: 0.000
Spin multiplicity: 1

Geometry (Å):
Cl 2.379 -0.118 -3.142
B 1.503 -1.711 -2.781
Cl 1.716 -2.980 -4.143
Cl 2.189 -2.429 -1.185
O 0.052 -1.407 -2.684
C -0.836 -2.307 -2.445
C -2.159 -2.238 -3.017
C -2.777 -3.470 -3.351
C -4.032 -3.499 -3.956
C -4.707 -2.295 -4.232
C -4.082 -1.065 -3.959
C -2.808 -1.030 -3.393
H -0.494 -3.240 -1.972
H -2.226 -4.380 -3.099
H -4.506 -4.457 -4.192
H -5.714 -2.314 -4.658
H -4.602 -0.125 -4.183
H -2.299 -0.086 -3.195
C 3.246 -0.371 1.544
C 2.314 0.422 0.633
N 0.985 0.761 1.287
C 1.248 1.376 2.617
C 2.043 2.519 2.661
C 2.217 3.196 3.872
C 1.629 2.693 5.039
C 0.890 1.509 4.994
C 0.708 0.840 3.776
C 0.273 1.811 0.403
C -0.930 2.398 1.136
C -0.174 1.227 -0.919
B 0.073 -0.588 1.398
H -0.126 -1.093 0.281
H 4.119 -0.667 0.948
H 3.589 0.218 2.407
H 2.777 -1.295 1.897
H 2.792 1.362 0.300
H 2.078 -0.188 -0.249
H 2.511 2.885 1.751
H 2.814 4.111 3.897
H 1.745 3.212 5.989
H 0.432 1.067 5.885
H 0.130 -0.087 3.764
H 1.022 2.599 0.209
H -1.482 3.057 0.446
H -1.627 1.610 1.458
H -0.632 2.986 2.012
H -0.553 2.031 -1.560
H 0.636 0.726 -1.466
H -0.999 0.511 -0.794
H 0.650 -1.415 2.088
H -0.998 -0.279 1.887

Forces on atoms 1 to 2 (eV/Å):
Cl -0.302 -0.355 -0.136
B 1.909 -0.438 0.330

=====

Entry 9:
A molecular structure, C18H26BBr6CaClF8N5Na2 at a distorted geometry. Source: the OMol25 dataset; level of theory: ωB97M-V/def2-TZVPD.

Summary:
Total charge: +1
Orbital gap, eV: 1.603
Spin multiplicity: 1

Geometry (Å):
C 2.587 2.650 4.162
C 2.192 3.508 3.088
C 0.816 3.204 2.298
N 1.083 2.024 1.410
C 0.130 1.983 0.310
N -0.163 3.133 -0.576
C 0.715 3.140 -1.766
F 0.475 2.006 -2.543
F 0.302 4.272 -2.606
C 2.255 3.380 -1.469
F 3.022 2.192 -1.531
F 2.510 4.056 -0.283
N -0.538 0.882 -0.033
C -0.440 -0.435 0.606
C 1.041 -1.109 0.480
C 1.614 -1.985 1.692
Cl 1.537 -1.229 3.339
H 1.896 2.573 5.146
H 3.521 1.997 4.111
H 2.804 4.384 2.721
H -0.020 3.055 3.050
H 0.587 4.163 1.736
H 2.062 2.097 1.101
H -0.151 4.016 -0.059
H 2.661 4.035 -2.307
H -1.187 0.946 -0.831
H -1.140 -1.149 0.051
H -0.942 -0.302 1.701
H 1.000 -1.824 -0.415
H 1.781 -0.282 0.232
H 1.181 -3.036 1.731
H 2.731 -2.126 1.497
N 0.446 -5.962 0.685
C -0.379 -6.360 -0.330
C 0.193 -5.977 -1.514
C 1.414 -5.326 -1.198
C 1.543 -5.335 0.169
H 0.269 -6.109 1.667
H -1.313 -6.886 -0.125
H -0.220 -6.146 -2.500
H 2.120 -4.900 -1.894
H 2.318 -4.950 0.814
C -3.020 5.810 -0.619
Br -4.364 6.413 -1.880
Br -3.799 4.789 0.835
Br -1.590 4.831 -1.493
H -2.575 6.700 -0.180
Br -3.358 -6.613 -0.082
Na -2.719 -6.878 -2.699
B -2.706 4.082 4.846
F -2.228 5.288 4.291
F -1.707 3.100 4.788
F -3.098 4.288 6.197
F -3.870 3.633 4.088
N 0.014 -3.571 -4.427
C 0.180 -2.211 -4.415
C -0.574 -1.683 -5.432
C -1.224 -2.763 -6.080
C -0.845 -3.915 -5.437
H 0.454 -4.218 -3.793
H 0.820 -1.737 -3.685
H -0.651 -0.636 -5.683
H -1.895 -2.703 -6.922
H -1.110 -4.947 -5.611
Ca -5.364 2.290 4.875
Br 0.966 1.408 5.965
Br -1.350 0.510 3.208
Na 3.297 -3.535 -2.471

Forces on atoms 1 to 2 (eV/Å):
C 0.118 1.914 -2.683
C -0.144 -1.783 0.783

=====

no.,total energy (Eh)
1,-1015.61385
2,-1241.44620
3,-2982.24660
4,-1522.05081
5,-1405.04791
6,-1333.26283
7,-4765.77264
8,-2261.85875
9,-18705.12813